Entry from the OMol25 dataset: a 2-piece molecular cluster, C3H9NO2 overall at a distorted geometry (the ωB97M-V functional and the def2-TZVPD basis).

Geometry as XYZ:
```
15
Properties=species:S:1:pos:R:3:forces:R:3
C 1.289324 -0.492377 -2.494854 -0.927 2.647 -0.786
C 0.032402 0.293004 -2.060523 0.004 -0.739 0.672
O -0.459855 1.314622 -2.430840 0.432 -0.168 -0.499
O -0.495471 -0.462749 -1.065353 0.203 -1.299 0.949
H 0.855907 -1.292560 -3.069386 0.337 -0.360 -0.580
H 1.808940 -0.887636 -1.662402 0.332 -0.360 0.886
H 1.924622 0.221962 -3.040083 -0.131 -0.725 -0.211
H -1.431657 -0.645296 -0.939016 -0.243 1.004 -0.463
C -1.030284 0.030267 2.451295 0.941 -0.281 0.800
N 0.167901 0.918649 2.673033 0.486 -1.366 -0.946
H -1.167639 -0.292890 1.441340 -0.396 0.529 -1.008
H -1.945676 0.402608 2.919075 0.246 0.300 -0.326
H -0.855541 -0.950477 2.894590 0.245 0.156 0.656
H 1.007644 0.313865 2.518138 -0.907 0.437 0.627
H 0.299383 1.529008 1.864985 -0.620 0.226 0.227
```
Forces are in eV/Å.

LUMO energy (hartree): 0.0196
E_tot (eV): -8841.4252
Kohn-Sham gap (eV): 10.21
E_HOMO (eV): -9.6775
Molar mass (u): 91.11

Atom charges from the natural (NBO) analysis, given in e for atoms 1 to 8: C -0.71; C 0.81; O -0.56; O -0.76; H 0.24; H 0.24; H 0.23; H 0.51